Entry 1:
36
Properties=species:S:1:pos:R:3 method="wB97M-V/def2-TZVPD" molar_mass_g_mol=443.30 e_above_lowest_kj_mol=164.8 smiles="NC(=O)CSc1oc(-c2ccco2)nc1S(=O)(=O)c1ccc(Br)cc1" largest_force_ha_per_bohr=0.030
N -0.515 -3.950 -1.273
C -0.777 -2.646 -1.494
O 0.063 -1.769 -1.472
C -2.232 -2.345 -1.792
S -3.044 -1.997 -0.175
C -2.100 -0.600 0.255
O -2.536 0.627 -0.135
C -1.589 1.481 0.294
C -1.730 2.884 0.049
C -2.741 3.578 -0.579
C -2.363 4.933 -0.532
C -1.160 4.964 0.115
O -0.773 3.735 0.468
N -0.604 0.888 0.915
C -0.908 -0.434 0.902
S 0.207 -1.573 1.710
O -0.054 -2.911 1.248
O 0.090 -1.334 3.120
C 1.803 -1.012 1.139
C 2.234 0.235 1.549
C 3.446 0.717 1.086
C 4.195 -0.071 0.225
Br 5.854 0.587 -0.417
C 3.768 -1.326 -0.178
C 2.553 -1.797 0.288
H -1.277 -4.570 -1.052
H 0.359 -4.163 -0.816
H -2.337 -1.462 -2.421
H -2.765 -3.191 -2.218
H -3.627 3.159 -1.008
H -2.907 5.768 -0.923
H -0.510 5.776 0.372
H 1.618 0.814 2.215
H 3.805 1.689 1.385
H 4.372 -1.919 -0.847
H 2.180 -2.764 -0.004

Entry 2:
35
Properties=species:S:1:pos:R:3 method="wB97M-V/def2-TZVPD" charge=+4 molar_mass_g_mol=652.43 e_above_lowest_kj_mol=1025.3 spin_multiplicity=10 largest_force_ha_per_bohr=0.369
Nd -2.593 -4.040 -2.640
Eu -1.258 -2.342 -0.593
Cl -2.037 -1.746 -2.809
Cl -0.474 -4.482 -1.661
C -0.647 -3.005 1.094
C -4.455 -3.725 -3.393
C -3.171 -5.983 -2.449
O -0.281 -3.379 2.137
O -5.461 -3.502 -3.807
O -3.441 -7.052 -2.323
N -0.679 -0.159 -0.513
S -0.546 0.465 0.966
C 1.218 0.067 1.146
C 1.629 -0.565 2.321
C 2.971 -0.893 2.504
C 3.907 -0.593 1.519
C 3.499 0.036 0.343
C 2.154 0.366 0.153
C -0.469 2.226 0.546
C 0.559 3.046 1.023
C 0.563 4.409 0.725
C -0.462 4.962 -0.037
C -1.495 4.151 -0.504
C -1.502 2.786 -0.214
H -0.404 0.393 -1.340
H 0.905 -0.803 3.098
H 3.287 -1.384 3.426
H 4.956 -0.849 1.666
H 4.233 0.272 -0.430
H 1.857 0.859 -0.772
H 1.361 2.643 1.639
H 1.367 5.044 1.101
H -0.462 6.028 -0.259
H -2.307 4.586 -1.089
H -2.323 2.167 -0.571

Entry 3:
34
Properties=species:S:1:pos:R:3 method="wB97M-V/def2-TZVPD" charge=+1 molar_mass_g_mol=355.20 e_above_lowest_kj_mol=91.0 spin_multiplicity=4 largest_force_ha_per_bohr=0.082
V 0.061 0.058 0.087
O -1.100 -1.358 3.786
C -0.860 -1.035 2.533
O -0.047 -0.161 2.203
C -1.532 -1.789 1.481
C -2.301 -2.936 1.621
C -2.684 -3.624 0.468
C -2.302 -3.144 -0.776
C -1.551 -1.970 -0.857
N -1.177 -1.299 0.270
C -0.974 -1.311 -2.008
O -1.199 -1.678 -3.266
O -0.212 -0.349 -1.776
H -0.569 -0.828 4.406
H -2.569 -3.292 2.604
H -3.244 -4.542 0.548
H -2.563 -3.687 -1.673
H -1.865 -2.374 -3.363
F 1.961 5.243 -1.492
C 1.945 3.977 -1.080
C 1.942 3.707 0.284
C 1.974 2.397 0.710
C 2.036 1.329 -0.227
C 2.171 -0.025 0.199
C 1.999 1.653 -1.611
C 1.955 2.960 -2.031
H 1.943 4.533 0.979
H 2.040 2.178 1.770
H 2.528 -0.182 1.215
H 2.573 -0.723 -0.536
H 2.064 0.858 -2.344
H 1.954 3.220 -3.077
O -1.489 2.567 0.606
C -0.912 1.625 0.343

Entry 4:
35
Properties=species:S:1:pos:R:3 method="wB97M-V/def2-TZVPD" molar_mass_g_mol=459.13 energy_ev=-46896.0153 smiles="O=C=Nc1ccc2c(c1)C(=O)C(P(O)I)=CC2=O.O=C1CCCO1" largest_force_ha_per_bohr=0.060
O 0.285 -3.046 -4.108
C 0.257 -1.890 -4.016
N 0.204 -0.643 -3.848
C -0.883 -0.471 -2.843
C -2.256 -0.844 -3.287
C -3.433 -0.740 -2.383
C -3.192 -0.266 -1.006
C -1.803 0.115 -0.568
C -0.619 0.026 -1.463
C -1.628 0.592 0.932
O -0.878 1.492 1.240
C -2.558 -0.184 1.959
P -1.884 -0.644 3.667
O -0.721 0.544 4.021
I -0.566 -2.712 3.478
C -3.832 -0.514 1.555
C -4.323 -0.146 0.094
O -5.453 0.213 -0.153
H -2.420 -1.235 -4.325
H -4.449 -1.020 -2.750
H 0.415 0.314 -1.122
H 0.012 0.460 3.364
H -4.504 -1.076 2.266
O 2.079 -0.526 2.197
C 2.825 0.069 1.468
C 3.530 1.364 1.788
C 3.986 1.826 0.416
C 4.167 0.517 -0.323
O 3.185 -0.369 0.233
H 4.373 1.156 2.449
H 2.848 2.078 2.248
H 4.888 2.438 0.435
H 3.192 2.412 -0.056
H 5.158 0.083 -0.163
H 3.998 0.625 -1.394